[1]
C31H48N8O3PS2Sr as an isolated structure, computed with ωB97M-V/def2-TZVPD.

## Properties
HOMO-LUMO gap ... 6.84 eV
Total charge ... -1
LUMO energy ... 2.1 eV

Geometry as XYZ:
```
94
C31H48N8O3PS2Sr | OMol25 | ωB97M-V/def2-TZVPD
Sr 0.43543 -1.17390 0.21715
S 0.36358 1.80078 -0.32269
S -1.81075 3.68290 -0.73259
P 2.86379 -0.08686 -2.17510
O -0.84459 -1.95012 -4.03823
O -0.13457 -1.15131 -2.07656
O 1.09765 -0.53182 2.47952
N -1.41496 0.75970 1.85424
N -1.91260 1.88297 1.17657
N -3.14390 -0.41696 -1.10429
N 2.10534 -3.05852 -0.09773
N 5.07081 0.61957 -3.78043
N 2.92129 1.65754 -4.36037
N -1.47632 -2.91322 0.62886
N 3.31947 -0.70180 -4.87920
C -0.86380 -1.11192 -3.13080
C -1.49720 -0.65216 5.01235
C 2.92796 -3.72283 -1.09515
C 0.43500 -0.89025 3.53499
C -1.11537 -1.75825 5.76410
C -2.32600 -2.62469 1.78414
C -3.13988 4.88903 1.45966
C -1.86515 6.23712 3.00377
C 0.79513 -3.76002 -0.08383
C -2.14221 -3.83874 -0.28807
C -1.15852 2.33514 0.24216
C 4.36054 1.82546 -4.21300
C -4.12830 5.65900 3.53147
C 0.81289 -1.99778 4.33319
C -3.31043 4.11778 0.16810
C -1.80214 0.08674 -3.21457
C 0.05173 -2.41972 5.40986
C -0.19576 -3.46542 1.09890
C -4.22051 4.96146 2.33703
C -1.44849 2.24170 3.81116
C 2.66855 0.54562 -5.27274
C -1.23819 0.93082 3.10619
C -2.94578 6.30318 3.87031
C -3.15241 -0.23274 -2.55345
C 4.74460 -0.45169 -4.72000
C 2.72931 -1.23255 -3.64496
C 4.68602 0.24946 -2.41160
C -0.76292 -0.22046 3.92063
C -1.96020 5.53413 1.80934
C 2.27460 1.43883 -3.06245
C 2.74799 -3.02302 1.20563
H 2.72013 -4.00082 1.71064
H -0.55880 2.86262 3.67182
H -3.20681 -3.61457 -0.29777
H -2.86539 6.84166 4.80638
H -2.54124 -3.54211 2.35378
H -2.29068 2.78770 3.38997
H 3.04488 0.82576 -6.26139
H 2.43580 2.30685 -2.42054
H -1.34446 0.94180 -2.70724
H -4.97750 5.69208 4.20328
H 5.23228 -1.37254 -4.38919
H -2.46368 -1.12956 -0.86101
H -3.25787 -2.17888 1.44007
H -2.40824 -0.11923 5.26851
H -0.93231 6.72249 3.26353
H 0.96848 -4.84161 -0.10197
H 1.19420 1.35753 -3.19346
H -0.37189 -4.39300 1.65470
H 4.98520 1.05530 -1.73493
H 0.30459 -3.50725 -1.03153
H 2.39986 -3.73080 -2.04863
H -3.55752 -1.14327 -3.00640
H 0.19976 -2.77439 1.85800
H 5.25468 -0.63817 -2.11622
H -3.85636 0.57003 -2.78461
H 3.16182 -4.75957 -0.80940
H 3.23927 -2.16995 -3.40548
H 1.73404 -2.51436 4.08505
H 4.55310 2.62604 -3.49538
H -1.97186 0.32704 -4.26626
H -1.71178 -2.09077 6.60369
H -5.14074 4.44568 2.08446
H -1.58725 2.08517 4.87997
H -2.83099 0.43188 -0.63978
H 3.86215 -3.17372 -1.22045
H -2.01303 -4.88547 0.02217
H -3.90213 4.71123 -0.53498
H 4.77062 2.11981 -5.18371
H 5.15278 -0.17405 -5.69650
H 1.67872 -1.47464 -3.81151
H -1.82515 -1.91043 2.43602
H -1.10595 5.46165 1.14866
H -1.76813 -3.71363 -1.30578
H 1.59270 0.37478 -5.33957
H 2.29384 -2.26499 1.83766
H 3.78849 -2.72018 1.08649
H 0.37874 -3.27966 5.98520
H -3.85714 3.19834 0.37217
```

=====

[2]
C17H29FNO2P2Rh as an isolated structure, computed with ωB97M-V/def2-TZVPD.

## Properties
HOMO-LUMO gap (alpha / beta) ... 4.26 / 6.55 eV
Total charge ... 0
LUMO energy (alpha / beta) ... 0.3 / -1.7 eV
2S+1 ... 5

Geometry as XYZ:
```
53
C17H29FNO2P2Rh | OMol25 | ωB97M-V/def2-TZVPD
Rh 0.01916 0.29782 0.46112
P -2.14041 0.14291 -0.25587
P 2.27552 0.37254 0.08854
F 0.26390 1.81836 1.68035
O -2.01929 -0.97631 -4.63718
O 1.49918 -0.98671 -3.65413
N 0.13730 1.71005 -1.28494
C -0.04458 -1.51103 1.55163
C -2.32174 1.27256 -1.68073
C 1.28015 2.37690 -1.52163
C -3.05917 0.96264 1.08160
C 0.33401 -2.80419 1.14956
C -3.03478 -1.37998 -0.70970
C 1.37495 3.43204 -2.42392
C 3.12426 0.31202 1.69406
C 0.22442 3.80797 -3.06651
C -0.10953 -3.60336 3.39514
C -0.47989 -2.32172 3.78703
C -0.45348 -1.27409 2.86124
C 2.46782 2.02346 -0.71040
C -1.00548 2.04709 -1.91139
C -0.96456 3.16408 -2.77034
C 3.17685 -0.79057 -0.98685
C 0.32446 -3.88112 2.08234
H -4.01496 1.25170 0.61045
H -2.69579 -1.69903 -1.70672
H 3.36671 1.97705 -1.32469
H 4.19927 -0.42215 -1.09191
H 3.16110 -1.77293 -0.51447
H -2.84839 -2.22351 -0.02310
H -0.83439 -2.09020 4.79337
H -3.18313 0.34015 1.99138
H 0.63928 -3.06491 0.12848
H 0.26396 4.64631 -3.73422
H -0.70759 -0.23519 3.07198
H -2.24052 -0.06866 -5.01346
H 0.92111 -0.45065 -3.05368
H -0.15213 -4.39566 4.13660
H -2.48318 1.86548 1.32773
H -1.82942 3.38580 -3.38900
H 2.27766 4.00646 -2.51212
H 2.65405 2.72795 0.11107
H -0.11062 -1.01032 -0.23992
H 2.68466 1.07583 2.34483
H 2.94907 -0.67189 2.15081
H 1.06066 -1.88405 -3.60934
H -1.12117 -0.76929 -4.28858
H -3.16320 1.99768 -1.50196
H 4.20222 0.47290 1.57639
H 0.58491 -4.89951 1.82746
H -4.11415 -1.15951 -0.78108
H -2.62244 0.68866 -2.52758
H 2.73174 -0.84825 -1.98873
```

=====

[3]
C38H44AsN5O4SSbTi as an isolated structure, computed with ωB97M-V/def2-TZVPD.

## Properties
HOMO-LUMO gap (alpha / beta) ... 6.30 / 7.93 eV
Total charge ... +1
LUMO energy (alpha / beta) ... -2.3 / -2.5 eV
2S+1 ... 3

Geometry as XYZ:
```
95
C38H44AsN5O4SSbTi | OMol25 | ωB97M-V/def2-TZVPD
Sb 2.03383 -0.01728 0.58944
As 1.06943 -2.77034 -2.65462
Ti -0.58871 -1.67833 0.91276
S 0.13494 -3.43476 -0.86453
O -2.38731 -2.32195 1.55139
O -3.63165 -3.56432 2.90915
O -0.13990 -3.48094 2.26332
O -0.15340 -0.61340 2.69277
N -4.46684 2.19708 -3.64735
N -4.13564 3.85143 -2.17726
N -2.05745 -0.29226 3.86730
N -1.56774 -0.19586 -0.25891
N 0.03697 -0.21766 4.89040
C 4.46032 0.63774 -3.01095
C -6.20071 5.83218 -4.52477
C 0.80469 4.16522 0.07054
C 4.47108 -0.74152 4.78099
C -0.71339 -0.37900 3.78055
C 4.03709 0.61707 2.84773
C -4.91594 4.38660 -3.18422
C 0.54709 4.60864 1.35982
C -5.86314 3.54169 -5.25118
C 0.52842 -1.00000 -3.18038
C -6.40125 4.79286 -5.45015
C -1.48018 -5.49266 2.03055
C 2.98737 -2.80927 -2.51407
C -1.20638 -4.31200 4.24915
C 4.70704 0.41144 4.04401
C -3.11850 1.62001 -1.69953
C 3.64591 0.15103 -0.78513
C -2.43338 2.01299 -0.55471
C 1.51772 2.02022 0.93441
C 3.56602 -1.68707 4.31937
C 1.27923 2.87722 -0.13645
C 3.12526 -0.32351 2.37662
C 1.25461 2.47694 2.22133
C -1.68646 1.07364 0.13528
C 5.71457 0.15126 -2.66920
C 2.89655 -1.47692 3.12150
C 0.60578 -3.92308 -4.11898
C -3.04687 0.27883 -2.07843
C -1.33912 -4.15579 2.74314
C -2.56696 -3.28888 2.39365
C -2.27998 -0.58495 -1.32837
C 0.77302 3.76020 2.43406
C 5.93375 -0.33406 -1.39056
C -5.45781 5.65371 -3.37746
C -3.91304 2.54347 -2.51842
C 4.90790 -0.33258 -0.45555
C -5.10882 3.34040 -4.09391
C 3.43579 0.62764 -2.07693
H -3.83904 4.31740 -1.34005
H 4.99377 -0.90489 5.71358
H -2.50855 -0.31226 4.76635
H -2.57574 -0.69040 3.09181
H -1.14344 1.35943 1.02932
H -0.64740 -6.15248 2.28654
H -0.46747 -3.85658 -4.28990
H 4.22799 1.52480 2.28549
H -0.34710 0.05024 5.77794
H 5.10607 -0.71110 0.54097
H -6.01237 2.73520 -5.95424
H 1.14909 -3.61974 -5.01298
H 1.23455 -0.61988 -3.91825
H -5.30951 6.45820 -2.67059
H 3.30820 -3.84669 -2.60376
H -0.99165 -3.34790 4.71260
H 1.03605 -0.29171 4.78335
H -3.59382 -0.07543 -2.93878
H -2.40603 -5.97113 2.34443
H 2.16522 -2.20623 2.78644
H 0.50603 -0.35089 -2.30554
H 0.63971 4.81911 -0.77622
H -6.64434 6.79919 -4.71883
H -2.44764 3.02605 -0.17869
H 6.51622 0.15549 -3.39460
H 3.27931 -2.41850 -1.54168
H 1.42545 1.83140 3.07540
H 0.58049 4.10362 3.44194
H 0.86423 -4.94665 -3.85138
H 1.45937 2.55850 -1.15570
H 3.38387 -2.58673 4.89234
H -2.21398 -1.63825 -1.58307
H -2.12627 -4.70640 4.67581
H -1.51037 -5.35788 0.94769
H 5.41299 1.14677 4.40481
H 0.18143 5.61264 1.52827
H -6.99336 4.98832 -6.33324
H -0.47019 -1.05090 -3.61140
H 4.28025 1.02870 -4.00390
H -0.38547 -4.99311 4.47881
H 6.90901 -0.71071 -1.11225
H 0.45815 -4.14237 1.89895
H 3.43782 -2.20590 -3.30149
H 2.46463 0.99856 -2.38349
```

=====

For each record above, in turn, the calculated total energy values are -3042.427676, -1763.325404, -5772.850670 Eh.
For each record above, in turn, the calculated energy relative to the best compared isomer or geometry (same formula, charge and spin) values are 43.2, 15.1, 0.0 kcal/mol.
For each record above, in turn, the calculated M values are 763.5, 463.3, 911.4 g/mol.